1.
Density functional theory data (wB97M-V/def2-TZVPD) for a structure of composition C14H17ClN3O4PdS2 in a non-equilibrium geometry.

```
42
Properties=species:S:1:pos:R:3:forces:R:3:nbo_charge:R:1
Pd -1.1702 0.4404 -1.4398 1.03 -1.01 -0.27 1.052
O -0.2831 2.7848 1.6276 -0.07 -0.15 0.13 -0.684
S -0.7801 1.9963 0.3877 -0.18 0.76 0.41 2.520
O 0.4359 1.5260 -0.3433 -0.30 -0.06 -0.16 -0.939
O -1.5722 0.8391 0.8387 0.06 0.29 -0.21 -0.955
O -1.5503 2.8746 -0.4707 0.26 0.10 0.34 -0.933
C -1.0389 -3.2101 0.9584 0.03 -0.06 0.03 -0.237
C -1.2814 -2.3883 -0.1192 0.07 0.03 -0.06 0.049
N -0.4239 -1.4211 -0.4695 -0.24 0.14 0.05 -0.478
C 0.6842 -1.2303 0.2494 0.05 -0.06 -0.09 0.099
C 0.9864 -1.9856 1.3725 0.16 -0.03 0.09 -0.091
C 0.1075 -3.0027 1.7137 -0.04 -0.07 0.10 -0.113
C 2.2458 -1.7563 2.1303 -0.14 -0.04 -0.15 -0.139
C 2.6538 -0.6626 2.7727 -0.02 0.24 0.11 -0.210
C 1.9115 0.6009 3.0299 0.24 -0.05 0.09 0.176
C 2.4686 1.5510 3.9444 -0.02 -0.04 -0.04 -0.161
C 1.7180 2.7198 4.2504 0.02 -0.11 0.03 0.050
N 0.5586 2.9752 3.7416 0.15 -0.18 -0.18 -0.336
C 0.0395 1.9949 2.8402 0.19 0.05 -0.13 0.314
N 0.7817 0.8261 2.4498 -0.22 0.24 0.07 -0.402
H -1.7412 -3.9936 1.2059 0.01 0.02 0.01 0.244
H -2.1725 -2.4991 -0.7234 0.00 0.03 0.00 0.210
H 1.3432 -0.4370 -0.0634 -0.01 0.03 -0.02 0.245
H 0.3070 -3.6229 2.5796 0.00 0.00 -0.03 0.236
H 2.9159 -2.6106 2.1541 0.00 0.01 -0.01 0.229
H 3.6283 -0.7095 3.2472 -0.03 -0.01 0.00 0.223
H 3.4564 1.4050 4.3591 -0.05 -0.01 0.04 0.227
H 2.1163 3.4481 4.9497 0.04 -0.01 -0.03 0.215
H -0.9124 1.6464 3.2406 -0.19 -0.04 0.01 0.222
Cl -3.6523 -0.1396 -1.7937 -0.30 -0.02 -0.26 0.084
C -2.9803 1.0593 -2.8642 -0.71 -0.19 -0.05 -0.488
H -3.1910 2.0747 -2.5560 0.16 0.05 0.12 0.244
H -3.1008 0.7936 -3.9049 0.21 -0.03 -0.01 0.208
C -0.7365 -1.5055 -4.1460 0.06 -0.01 -0.05 -0.751
S 0.2884 -0.2531 -3.3611 -0.23 0.25 0.14 0.368
C 0.1921 1.0865 -4.5593 0.06 -0.05 -0.01 -0.748
H -0.1970 -1.9472 -4.9816 -0.02 0.01 0.00 0.249
H -1.6713 -1.0680 -4.4918 0.00 -0.05 0.01 0.224
H -0.9340 -2.2720 -3.3987 0.00 -0.01 -0.03 0.245
H -0.8405 1.2554 -4.8556 0.01 0.03 0.00 0.226
H 0.8008 0.8414 -5.4271 -0.01 0.00 -0.01 0.247
H 0.5902 1.9754 -4.0745 0.01 0.01 -0.01 0.258
```
Positions in Å, forces in eV/Å.

Results
Max |F| (eV/A): 1.5
Relative energy (zero: lowest compared OMol25 entry of this formula, charge and spin) (kcal per mole): 6.8
2S+1: 5
Molar mass (g/mol): 497.31
<S²>: 6.053
Net charge: +1

2.
Density functional theory data (wB97M-V/def2-TZVPD) for the molecule C14H17F4NO3 in a non-equilibrium geometry.

```
39
Properties=species:S:1:pos:R:3:forces:R:3:nbo_charge:R:1
O -1.9686 -0.7785 -1.5486 -0.11 0.01 -0.24 -0.624
C -1.2625 -0.6513 -0.5670 0.18 0.13 0.63 0.625
N -1.6149 -0.0015 0.5666 0.26 0.00 0.31 -0.599
H -0.9283 0.0425 1.3012 -0.01 -0.03 -0.08 0.407
C -2.8869 0.6631 0.7822 -0.14 -0.06 -0.16 -0.044
H -2.8214 1.1215 1.7725 0.03 -0.07 -0.11 0.202
C -3.1904 1.7450 -0.2803 -0.04 0.01 -0.12 -0.414
C -4.4328 1.2533 -1.0225 -0.08 0.15 0.02 -0.406
C -5.1918 0.4675 0.0412 0.05 -0.10 -0.07 -0.398
H -5.9555 -0.1838 -0.3800 -0.10 0.00 0.04 0.213
H -5.6672 1.1499 0.7492 -0.08 0.03 0.02 0.189
C -4.0772 -0.3162 0.7266 -0.11 0.04 0.13 -0.415
H -4.3545 -0.6802 1.7152 0.04 -0.07 0.03 0.206
H -3.8004 -1.1658 0.1039 0.00 -0.03 0.03 0.224
H -5.0148 2.0710 -1.4447 -0.03 0.01 -0.08 0.205
H -4.1291 0.5788 -1.8220 -0.02 0.01 -0.05 0.224
H -2.3442 1.8775 -0.9513 0.05 0.09 0.04 0.223
H -3.3914 2.6973 0.2122 0.01 0.04 0.00 0.202
C 0.0998 -1.2200 -0.5168 0.38 -0.51 -1.02 0.165
C 0.7987 -1.8790 -1.4936 -0.54 0.41 0.46 -0.233
C 2.0504 -2.2075 -0.9344 -0.02 0.19 0.72 -0.283
C 2.0355 -1.7272 0.3447 0.54 -0.50 -0.36 0.242
O 0.8536 -1.1264 0.6062 -0.19 0.10 0.22 -0.410
C 3.0667 -1.7533 1.4248 -0.15 0.08 -0.02 -0.111
H 2.5787 -1.5531 2.3891 0.06 -0.10 -0.08 0.188
H 3.5528 -2.7306 1.4547 -0.17 0.08 0.05 0.218
O 4.1458 -0.8461 1.2364 0.10 -0.14 -0.06 -0.512
C 3.8442 0.5109 1.3346 0.01 0.51 -0.13 -0.128
C 3.5951 1.2103 -0.0154 0.16 -0.21 0.16 0.600
F 3.6659 2.5572 0.1816 0.30 0.07 0.13 -0.333
F 2.3434 0.9983 -0.4914 -0.01 -0.28 -0.15 -0.328
C 4.6054 0.8592 -1.1301 -0.40 0.48 -0.33 0.521
F 5.8596 1.0310 -0.6731 0.32 0.18 0.30 -0.329
F 4.4863 -0.4202 -1.5143 -0.19 -0.33 -0.14 -0.322
H 4.4533 1.5093 -2.0064 -0.03 -0.11 0.26 0.145
H 4.7205 1.0062 1.7693 -0.20 -0.04 -0.05 0.217
H 2.9688 0.7000 1.9701 0.06 0.05 -0.05 0.193
H 2.8624 -2.7167 -1.4100 0.22 -0.12 -0.06 0.237
H 0.4446 -2.0920 -2.4804 -0.16 -0.01 -0.20 0.244
```
Positions in Å, forces in eV/Å.

Results
Max |F| (eV/A): 1.2
Relative energy (zero: lowest compared OMol25 entry of this formula, charge and spin) (kcal per mole): 0.0
Molar mass (g/mol): 323.29
SMILES string: O=C(NC1CCCC1)c1ccc(COCC(F)(F)C(F)F)o1
Net charge: 0

3.
Density functional theory data (wB97M-V/def2-TZVPD) for a structure of composition C14H17HgN in a non-equilibrium geometry.

```
33
Properties=species:S:1:pos:R:3:forces:R:3:nbo_charge:R:1
C -0.4708 1.5787 -2.5728 0.52 0.41 1.05 -0.367
C 0.9031 1.4708 -2.1810 -0.92 0.49 0.60 -0.382
C 1.0414 2.0608 -0.8831 -0.92 -0.07 -0.57 -0.395
C -0.2469 2.5365 -0.4752 0.23 -0.49 -1.10 -0.373
C -1.1823 2.2353 -1.5161 1.26 -0.18 -0.04 -0.354
Hg 0.0102 -1.1320 0.6877 -2.27 2.55 2.18 1.198
N -4.5742 -2.2776 0.1223 0.64 -0.05 0.01 -1.144
C 0.3819 -2.5188 -0.6475 0.73 -2.80 -1.57 -0.879
C 1.6560 -1.8678 -0.8102 1.70 -0.15 -1.31 -0.586
H 1.9640 2.1417 -0.3170 -0.04 -0.01 -0.01 0.174
H 1.7000 1.0218 -2.7622 0.00 0.00 -0.01 0.172
H -0.4713 3.0435 0.4563 -0.02 -0.06 -0.02 0.178
H -2.2403 2.4695 -1.5070 0.06 -0.09 0.02 0.185
H -0.8945 1.2198 -3.5036 -0.01 -0.01 0.06 0.178
H 1.7721 -1.1928 -1.6623 0.17 -0.02 0.54 0.216
H 0.4711 -3.5279 -0.2150 -0.37 0.32 -0.14 0.208
H -3.5440 -2.2241 -0.0929 -0.66 -0.04 0.06 0.197
H 2.5558 -2.2440 -0.3029 -0.42 0.25 -0.22 0.174
H -0.2707 -2.4881 -1.5144 -0.17 0.01 0.11 0.237
C -0.4119 0.2865 2.2202 0.69 0.05 0.06 -0.897
C -0.0052 -0.4689 3.4317 0.13 -0.51 0.06 -0.008
C -0.9591 -1.1911 4.1882 0.34 0.21 0.32 -0.246
C -0.5611 -1.9982 5.2582 0.50 0.12 -0.12 -0.206
C 0.8060 -2.1273 5.5769 -0.08 -0.05 -0.23 -0.286
C 1.7689 -1.4477 4.8053 -0.37 -0.08 0.00 -0.218
C 1.3695 -0.6418 3.7340 -0.29 -0.03 0.61 -0.252
H -1.4503 0.6281 2.2429 0.26 -0.13 -0.21 0.234
H 0.2925 1.0943 1.9750 -0.43 -0.02 0.24 0.234
H -2.0169 -1.1020 3.9167 0.40 -0.09 0.08 0.220
H -1.3111 -2.5453 5.8434 0.31 0.22 -0.28 0.199
H 1.1248 -2.8081 6.3778 -0.16 0.39 -0.29 0.191
H 2.8376 -1.5669 5.0370 -0.51 0.05 -0.12 0.193
H 2.1185 -0.1290 3.1174 -0.31 -0.19 0.23 0.207
```
Positions in Å, forces in eV/Å.

Results
E (Eh): -751.5274
Max |F| (eV/A): 4.1
Molar mass (g/mol): 399.89
Net charge: -2